41
Properties=species:S:1:pos:R:3 method="wB97M-V/def2-TZVPD" e_above_lowest_ev=5.318 energy_ha=-974.0200 total_charge=+1 orbital_gap_ev=8.942
N 56.235 51.010 20.723
H 55.897 50.586 19.862
H 55.692 51.861 21.178
H 57.284 51.201 20.723
H 56.333 50.280 21.253
O 54.684 52.650 19.023
H 54.096 52.178 18.356
H 55.031 53.476 18.452
O 57.516 49.971 17.525
H 56.754 50.461 17.162
H 57.182 49.234 17.721
O 56.918 47.912 21.190
H 56.646 46.996 21.040
H 57.186 47.970 22.063
O 56.694 53.857 19.691
H 57.806 53.735 19.741
H 56.561 54.122 20.649
O 53.814 49.250 20.704
H 53.017 49.731 20.470
H 54.147 48.715 19.980
O 54.709 48.586 18.261
H 54.270 47.720 17.715
H 54.158 49.194 18.006
O 59.090 48.057 20.236
H 58.107 47.974 20.394
H 59.109 49.042 20.321
O 54.511 50.125 23.482
H 53.935 50.667 23.963
H 54.242 49.874 22.691
O 53.291 52.793 21.756
H 52.764 52.453 22.510
H 52.759 53.501 21.300
O 56.446 53.820 22.627
H 56.988 54.532 23.018
H 55.472 53.705 22.725
O 56.695 51.577 23.594
H 56.406 52.285 23.071
H 57.638 51.576 23.628
O 59.398 50.585 21.041
H 59.529 50.816 21.969
H 59.600 51.452 20.521

***

42
Properties=species:S:1:pos:R:3 method="wB97M-V/def2-TZVPD" e_above_lowest_ev=6.459 energy_ha=-1069.9636 total_charge=0 orbital_gap_ev=8.148
H -0.146 -0.998 -0.257
H 0.131 0.365 0.386
H 3.371 3.358 4.006
H 1.953 3.299 3.101
H -3.752 -2.077 -0.200
H -3.522 -3.186 -1.205
H -2.450 0.264 -2.770
H -0.862 0.021 -2.797
H -3.895 2.297 0.986
H -2.999 2.335 -0.142
H -0.380 2.394 -1.502
H 0.784 2.615 -2.418
H -2.080 1.646 2.830
H -1.517 0.410 2.373
H -1.080 -4.644 0.422
H 0.235 -3.723 0.372
H 0.756 -3.432 -2.624
H 1.932 -4.354 -3.276
H 0.626 3.976 0.169
H -0.725 4.527 -0.368
H 3.467 -1.616 -1.176
H 3.278 -2.874 -0.314
H 1.931 -1.212 3.734
H 1.478 0.216 3.707
H 3.457 2.809 -0.591
H 2.919 2.472 0.771
H -1.234 -3.449 -1.815
H -1.167 -1.805 -1.975
O -0.495 -0.103 -0.196
O 2.529 3.796 3.784
O -3.048 -2.512 -0.688
O -1.611 0.090 -3.324
O -3.006 1.992 0.733
O -0.166 2.574 -2.368
O -1.610 0.927 3.196
O -0.689 -3.717 0.375
O 1.687 -3.777 -2.595
O -0.326 4.137 0.403
O 3.900 -2.405 -0.841
O 1.449 -0.545 4.291
O 2.631 2.536 -0.214
O -1.755 -2.630 -1.982

***

42
Properties=species:S:1:pos:R:3 method="wB97M-V/def2-TZVPD" e_above_lowest_ev=4.705 energy_ha=-1070.0280 total_charge=0 orbital_gap_ev=10.556
O 0.528 3.468 -1.398
H 0.213 3.081 -0.533
H 0.540 3.030 -2.147
O 4.394 0.469 -0.072
H 3.726 1.126 -0.166
H 4.740 0.422 0.779
O -2.250 1.365 -2.172
H -2.169 0.417 -2.551
H -2.396 1.931 -2.865
O 1.323 0.827 -2.724
H 0.864 0.576 -1.897
H 2.060 0.213 -2.741
O 0.191 -2.529 -1.902
H 0.843 -2.777 -2.547
H 0.199 -1.763 -1.460
O 1.282 2.262 2.661
H 0.508 2.214 2.028
H 2.052 2.582 2.109
O -2.168 -1.526 -2.584
H -1.253 -1.953 -2.120
H -2.758 -2.058 -2.292
O 0.239 -0.211 -0.399
H 1.043 -0.089 0.202
H -0.414 0.347 -0.090
O -0.404 -3.365 0.600
H -0.362 -2.452 0.935
H -0.212 -3.007 -0.227
O -2.463 -0.982 0.635
H -2.770 -1.818 0.266
H -2.860 -0.619 1.367
O -1.080 2.261 0.436
H -1.494 3.203 0.822
H -1.618 1.907 -0.420
O -1.540 1.000 3.011
H -2.305 1.510 3.330
H -1.256 1.527 2.126
O 2.461 -1.961 0.951
H 3.340 -1.546 1.232
H 1.845 -2.206 1.668
O 0.116 -1.608 2.716
H -0.291 -2.425 2.819
H -0.447 -0.843 2.615

***

42
Properties=species:S:1:pos:R:3 method="wB97M-V/def2-TZVPD" e_above_lowest_ev=3.453 energy_ha=-1070.0741 total_charge=0 orbital_gap_ev=9.812
O 0.358 2.446 -2.783
H -0.499 2.794 -2.501
H 0.721 3.248 -3.175
O -4.814 -0.895 0.253
H -4.960 0.068 0.222
H -4.284 -0.984 1.084
O 0.235 -2.316 0.595
H 1.135 -2.687 0.674
H -0.112 -3.012 0.000
O -0.151 -3.503 -2.387
H 0.245 -2.645 -2.587
H -0.572 -3.662 -3.293
O 4.336 2.988 0.809
H 4.242 3.599 0.023
H 3.516 2.585 0.437
O -3.067 2.588 0.748
H -3.037 3.546 0.791
H -2.192 2.240 0.457
O 3.079 -2.436 -0.686
H 3.422 -2.599 0.211
H 2.600 -3.277 -0.641
O 4.008 -1.230 1.393
H 4.334 -1.157 2.292
H 4.422 -0.472 0.975
O -2.407 2.970 -2.693
H -2.564 2.754 -1.735
H -2.370 2.056 -2.989
O 0.149 0.729 0.989
H -0.159 -0.099 0.636
H -0.112 0.891 1.892
O 0.688 -1.959 3.767
H 0.017 -2.544 4.195
H 0.558 -2.407 2.923
O 2.587 1.639 -0.672
H 1.633 1.702 -0.611
H 3.023 1.566 -1.517
O -2.274 -1.133 1.738
H -1.562 -0.714 2.252
H -1.822 -1.223 0.892
O -3.062 0.471 -0.755
H -2.555 0.336 0.072
H -2.734 -0.260 -1.297

***

42
Properties=species:S:1:pos:R:3 method="wB97M-V/def2-TZVPD" e_above_lowest_ev=1.163 energy_ha=-1070.1582 total_charge=0 orbital_gap_ev=10.201
O -1.420 -2.472 -3.398
H -1.184 -3.018 -2.613
H -0.863 -1.684 -3.309
O 0.109 3.347 1.470
H -0.899 3.305 1.526
H 0.450 2.579 2.039
O 0.080 4.330 -1.268
H 0.238 3.933 -0.349
H -0.884 4.359 -1.344
O -1.162 -3.752 -0.853
H -1.818 -4.422 -0.601
H -0.609 -3.624 -0.023
O 0.998 -1.410 0.027
H 0.773 -0.693 0.654
H 0.751 -1.056 -0.860
O -0.161 0.238 -2.395
H -0.938 0.756 -2.124
H 0.416 0.866 -2.862
O -2.684 3.148 1.776
H -2.548 2.121 1.781
H -3.444 3.289 1.191
O 2.916 4.211 1.136
H 1.956 3.977 1.031
H 3.139 3.963 2.035
O 3.491 -2.832 -0.625
H 2.818 -2.247 -0.204
H 3.398 -2.661 -1.574
O 1.551 1.339 2.883
H 1.394 0.429 3.181
H 2.285 1.658 3.433
O 2.848 -1.233 -3.008
H 2.537 -0.539 -3.606
H 3.189 -0.761 -2.195
O -2.226 0.237 1.818
H -2.409 -0.244 0.949
H -2.910 -0.093 2.425
O -3.182 -1.461 -0.363
H -4.022 -1.902 -0.551
H -2.523 -2.138 -0.740
O 0.254 -3.595 1.631
H -0.317 -3.557 2.414
H 0.615 -2.690 1.464

***

42
Properties=species:S:1:pos:R:3 method="wB97M-V/def2-TZVPD" e_above_lowest_ev=10.300 energy_ha=-1069.8224 total_charge=0 orbital_gap_ev=8.199
H 0.395 0.242 -0.287
H -0.879 -0.465 0.021
H 1.349 -0.510 -3.995
H 0.802 -0.161 -2.595
H 0.027 2.520 3.329
H 0.888 1.606 2.517
H -1.593 -3.149 -1.589
H -2.564 -3.442 -0.470
H -2.924 -0.348 1.186
H -2.955 -1.864 0.881
H 1.827 -2.610 2.067
H 1.428 -3.781 2.917
H -2.850 4.848 -0.057
H -2.857 3.503 -0.986
H 3.631 0.808 -1.426
H 2.995 2.087 -1.365
H 1.223 -2.152 -2.123
H 0.049 -3.041 -2.748
H -0.927 3.254 -0.052
H 0.457 2.880 -0.096
H 2.244 -1.433 0.721
H 2.905 -2.126 -0.382
H -3.722 0.416 -0.595
H -4.202 1.200 0.552
H -1.663 1.397 4.027
H -2.261 2.799 4.224
H 3.965 -1.878 -1.651
H 4.820 -0.586 -1.902
O -0.308 0.120 0.462
O 1.330 -0.822 -3.017
O 0.063 2.174 2.450
O -1.635 -3.362 -0.610
O -2.390 -1.086 0.851
O 1.906 -3.555 2.210
O -2.874 4.509 -0.956
O 2.741 1.191 -1.425
O 0.344 -2.140 -2.496
O -0.138 3.688 -0.036
O 2.592 -2.244 0.514
O -4.546 0.716 -0.151
O -1.521 2.296 3.700
O 4.826 -1.501 -1.618